# C8H17OP2Y

A molecular structure, C8H17OP2Y (wB97M-V/def2-TZVPD, OMol25).

Orbital gap (spin up / spin down) ... 0.1729 / 0.1610 Eh
F_max ... 3.33 eV/Å

CARTESIAN COORDINATES (ANGSTROEM)
C: 1.3415 -0.8868 -1.0302
C: 0.4576 -1.9402 -0.6704
C: -0.5705 -2.0240 -1.6636
C: -0.3490 -0.9848 -2.6210
C: 0.8330 -0.2881 -2.2576
Y: -1.0745 2.5867 0.8042
P: 1.4822 1.9643 1.6571
H: 2.2281 -0.5815 -0.4774
H: 0.5561 -2.5943 0.1999
H: -1.3718 -2.7627 -1.6999
H: 1.2805 0.5367 -2.8071
H: -0.9811 -0.7643 -3.4775
H: 2.5719 2.4838 0.8602
H: 2.0389 0.6460 1.8032
H: 1.9622 2.4940 2.9125
C: -4.1402 2.2263 1.6830
P: -2.8477 1.0259 2.0450
C: -1.7551 1.9423 3.1807
C: -3.4534 -0.5072 2.6148
O: -2.0610 0.7835 0.7002
H: -3.7603 3.1302 1.1475
H: -4.6494 2.5361 2.6089
H: -4.8858 1.7236 1.0439
H: -2.3226 1.9487 4.1194
H: -0.7894 1.4465 3.3594
H: -1.5930 3.0540 2.9469
H: -3.6535 -1.1688 1.7546
H: -2.6912 -0.9884 3.2482
H: -4.3815 -0.3827 3.1957

Atomic partial charges in e from the Mulliken method, atoms 1 to 2:
1. C -0.667
2. C -0.557

=====

# C8H17OPS2

A single C8H17OPS2 molecule (wB97M-V/def2-TZVPD, OMol25).

Orbital gap ... 0.3419 Eh
ΔE to the lowest compared entry with this formula, charge and spin ... 0.000 eV
SMILES string ... CC(C)(C)[C@H]1CS[C@H]([PH2]=O)SC1
F_max ... 3.49 eV/Å

CARTESIAN COORDINATES (ANGSTROEM)
C: 1.5274 -1.8740 0.4267
C: 0.1455 -1.2924 0.4988
C: -0.8960 -2.2380 -0.0265
C: -0.1597 -0.8624 1.9200
C: 0.1216 -0.0134 -0.3981
C: -1.2939 0.5123 -0.6985
S: -1.4157 1.9976 -1.7451
C: -0.1482 3.2504 -1.1912
P: 0.0527 4.5837 -2.4975
O: 0.4791 5.8896 -1.8721
S: 1.5144 2.4428 -1.1009
C: 1.0508 1.0661 0.0357
H: 1.6189 -2.7509 0.9965
H: 2.3242 -1.2415 0.5328
H: 1.7421 -2.2337 -0.5402
H: -0.8205 -3.1975 0.3339
H: -1.8558 -1.8564 0.2743
H: -0.8655 -2.2745 -1.1971
H: -0.9103 -0.1340 1.9044
H: 0.7272 -0.6040 2.4354
H: -0.6099 -1.6616 2.5041
H: 0.4556 -0.4296 -1.4192
H: -1.8470 -0.1549 -1.3551
H: -1.8438 0.6194 0.2888
H: -0.0660 3.8305 -0.2950
H: 0.8324 4.0081 -3.4595
H: -1.2775 4.6344 -3.0883
H: 0.7652 1.6516 0.9053
H: 1.9059 0.4275 0.3306

Atomic partial charges in e from the Mulliken method, atoms 1 to 2:
1. C -2.187
2. C 2.091

=====

# C8H17P

A single C8H17P molecule (wB97M-V/def2-TZVPD, OMol25).

Orbital gap ... 0.2756 Eh
ΔE to the lowest compared entry with this formula, charge and spin ... 2.566 eV
SMILES string ... C=C(C)P(C)(C)=C(C)C
F_max ... 5.48 eV/Å

CARTESIAN COORDINATES (ANGSTROEM)
C: -2.2225 -0.1462 0.9098
C: -1.4552 -0.5331 -0.0979
C: -1.9974 -0.8548 -1.4814
P: 0.3269 -0.2086 0.2156
C: 0.4756 -0.9900 1.9558
C: 1.2310 -1.3637 -0.7726
C: 0.6235 1.2113 -0.5243
C: -0.0896 2.5339 -0.7506
C: 2.0840 1.6666 -0.6744
H: -3.3210 -0.3797 0.8508
H: -2.1008 0.3420 1.8150
H: -2.8778 -0.2681 -1.9043
H: -1.2850 -1.1262 -2.2406
H: -2.5352 -1.7285 -1.1223
H: 0.6617 -2.0511 1.8671
H: 1.4254 -0.5514 2.3885
H: -0.2727 -0.8911 2.6417
H: 1.1531 -2.3970 -0.3802
H: 0.8130 -1.2455 -1.6771
H: 2.2249 -0.9578 -1.0896
H: 0.0067 3.1570 0.2427
H: 0.4296 2.9963 -1.5077
H: -1.1746 2.4345 -0.8672
H: 2.2818 1.7876 -1.7993
H: 2.3604 2.7186 -0.3231
H: 2.9051 1.0149 -0.1801

Atomic partial charges in e from the Mulliken method, atoms 1 to 2:
1. C -1.028
2. C 0.480

=====

# C8H18Br3OP

A molecular structure, C8H18Br3OP (wB97M-V/def2-TZVPD, OMol25).

Orbital gap ... 0.3274 Eh
F_max ... 10.11 eV/Å

CARTESIAN COORDINATES (ANGSTROEM)
C: 1.7498 0.0485 1.6908
O: 1.9376 -0.0677 0.2510
C: 0.6229 0.0450 -0.4585
C: 0.1254 -1.4564 -0.6864
C: -1.4831 -1.6313 -0.6078
C: -2.0800 -1.4564 0.8626
C: -2.4302 0.0404 1.3108
C: -2.8448 1.0446 0.1384
P: -2.6438 2.8268 0.8442
H: 2.1030 1.0841 2.0461
H: 0.6972 -0.1675 2.0559
H: 2.4760 -0.7012 2.1749
H: 0.8063 0.5954 -1.4312
H: -0.0295 0.6760 0.2273
H: 0.3946 -1.7237 -1.7753
H: 0.6871 -2.1926 -0.0295
H: -1.6613 -2.7354 -0.8928
H: -2.0136 -1.0306 -1.4199
H: -2.9624 -2.1767 1.0314
H: -1.2645 -1.8322 1.5884
H: -1.5830 0.4300 1.9769
H: -3.3444 -0.0328 2.0103
H: -3.9517 0.9526 -0.1341
H: -2.1774 1.0073 -0.7821
H: -1.7724 3.5023 -0.1007
H: -1.7972 2.6852 2.0147
C: 4.5016 0.5743 -2.4069
Br: 2.9047 0.3874 -1.2864
Br: 6.0994 -0.0031 -1.4706
Br: 4.3073 -0.3278 -4.1201
H: 4.6264 1.6358 -2.6212

Atomic partial charges in e from the Mulliken method, atoms 1 to 2:
1. C -0.632
2. O -0.274

=====

# C8H18ClF6NO11S2Y

A molecular structure, C8H18ClF6NO11S2Y (wB97M-V/def2-TZVPD, OMol25).

Orbital gap (spin up / spin down) ... 0.2179 / 0.3328 Eh
⟨S²⟩ ... 0.75
2S+1 ... 2
F_max ... 8.16 eV/Å

CARTESIAN COORDINATES (ANGSTROEM)
Y: -1.9919 -1.6758 0.6449
Cl: -0.4012 0.7408 -2.1268
O: 0.9100 1.1426 -1.7020
O: -0.3434 -0.0528 -3.3590
O: -1.0367 -0.1000 -1.1623
O: -1.2501 1.8884 -2.1850
C: -4.7916 1.6678 0.0485
F: -4.9711 0.9026 -1.0312
F: -3.7555 2.4963 -0.2093
F: -5.8538 2.3463 0.3487
S: -4.3628 0.4445 1.5606
O: -5.0739 0.9018 2.7387
O: -4.6331 -0.9499 1.0966
N: -2.5845 0.3115 1.5305
S: -2.3457 1.5851 2.4378
O: -3.1749 2.7924 2.3421
O: -2.1331 1.1877 3.8549
C: -0.5937 2.2219 1.7934
F: 0.2573 1.2226 1.6536
F: -0.7723 2.7325 0.5982
F: -0.1530 3.1606 2.6412
C: 3.1032 2.9949 0.2094
C: 4.2949 2.9595 -0.6855
O: 5.2971 2.3643 0.0590
H: 3.2854 3.4456 1.1850
H: 2.9159 1.9800 0.5598
H: 2.1918 3.3889 -0.2402
H: 4.6238 3.9415 -1.0254
H: 4.0573 2.4130 -1.5982
H: 5.9773 1.9827 -0.5008
C: 0.6876 -3.4835 -2.6611
C: -0.7399 -3.3545 -2.1392
O: -0.8296 -3.3699 -0.7158
H: 1.1174 -4.4152 -2.2930
H: 1.2914 -2.5930 -2.4865
H: 0.5885 -3.6132 -3.7388
H: -1.3517 -4.1983 -2.4584
H: -1.2933 -2.4996 -2.5279
H: -0.4077 -4.2069 -0.5085
C: 2.1191 -2.8311 1.1880
C: 1.3984 -1.5698 0.6999
O: 0.1773 -1.4183 1.4687
H: 3.0137 -3.0283 0.5973
H: 1.5252 -3.7410 1.1008
H: 2.3436 -2.7079 2.2475
H: 1.1272 -1.7014 -0.3476
H: 2.0869 -0.7342 0.8253
H: 0.4541 -0.9716 2.2721

Atomic partial charges in e from the Mulliken method, atoms 1 to 2:
1. Y 0.804
2. Cl 1.740

=====

# C8H18ClILuN2OP

A molecular structure, C8H18ClILuN2OP (wB97M-V/def2-TZVPD, OMol25).

Orbital gap ... 0.2492 Eh
ΔE to the lowest compared entry with this formula, charge and spin ... 0.000 eV
Net charge ... +2
F_max ... 3.35 eV/Å

CARTESIAN COORDINATES (ANGSTROEM)
C: -2.3075 1.2783 -0.1770
I: -2.5862 -1.3843 -1.0885
H: -1.4248 1.1956 -0.8335
H: -2.0470 0.8366 0.7866
H: -2.5018 2.3469 -0.0239
Lu: 2.2875 -0.6801 0.0507
P: 1.4580 1.3526 -1.8941
C: 0.0924 1.6337 -3.1083
C: 1.8372 3.1207 -1.6269
H: 3.7213 0.7684 -2.5874
H: 2.8680 1.7534 -3.8125
H: 2.4782 0.0191 -3.6385
C: 2.7605 0.9295 -3.0923
H: 2.5654 3.2141 -0.8218
H: 2.2446 3.5561 -2.5415
H: 0.4477 2.3119 -3.8914
H: -0.7763 2.0903 -2.6297
H: 0.9329 3.6686 -1.3571
H: -0.2020 0.6867 -3.5648
C: -3.4126 0.5755 -0.8592
O: -4.4879 0.9359 -1.2693
Cl: 3.6578 0.9377 1.1441
C: -1.3972 -3.6499 2.5983
N: -0.4154 -2.6763 3.1811
C: -0.5401 -2.4389 4.6529
C: 0.3570 -2.0106 2.4068
N: 1.0437 -1.5139 1.5549
H: -1.8273 -4.2145 3.4362
H: -0.8907 -4.3446 1.9077
H: -2.1984 -3.1258 2.0444
H: 0.4481 -2.3980 5.1245
H: -1.0733 -1.4994 4.8578
H: -1.1118 -3.2754 5.0720

Atomic partial charges in e from the Mulliken method, atoms 1 to 2:
1. C -0.587
2. I -0.139

=====

# C8H18F24Li2N4O25S8

A molecular structure, C8H18F24Li2N4O25S8 (wB97M-V/def2-TZVPD, OMol25).

Orbital gap ... 0.2603 Eh
ΔE to the lowest compared entry with this formula, charge and spin ... 1.823 eV
Net charge ... -2
F_max ... 4.24 eV/Å

CARTESIAN COORDINATES (ANGSTROEM)
Li: 5.6736 -3.9356 12.3748
Li: 1.2591 -10.1682 10.8984
C: -2.6041 -11.2956 1.8985
F: -3.6862 -12.0180 1.5645
F: -1.5471 -12.0241 1.5723
F: -2.6164 -10.1682 1.1943
S: -2.7210 -10.9950 3.7805
O: -3.2859 -9.6842 3.9541
O: -3.5277 -12.0929 4.2352
N: -1.1144 -10.8383 4.2924
S: -0.7413 -12.2408 4.7955
O: -1.2532 -12.5105 6.1433
O: -0.8192 -13.3504 3.8549
C: 1.1552 -12.0263 5.0024
F: 1.7460 -13.1643 5.4356
F: 1.7680 -11.6813 3.8666
F: 1.3736 -11.0921 5.9437
C: 3.8994 -7.3365 11.2488
F: 5.1182 -7.6681 10.9505
F: 3.5350 -8.0636 12.3258
F: 3.7689 -6.0670 11.5611
S: 2.6497 -7.6938 9.8718
O: 1.4228 -7.1663 10.4355
O: 3.0893 -7.0220 8.6801
N: 2.5506 -9.3987 9.7167
S: 3.5801 -9.7846 8.5700
O: 3.1828 -9.3469 7.2495
O: 4.9641 -9.5957 8.8898
C: 3.5016 -11.6849 8.6078
F: 2.3328 -12.1198 8.1514
F: 4.4738 -12.1336 7.8528
F: 3.6714 -12.1214 9.8528
C: 9.0758 -7.2066 11.0129
F: 8.9261 -8.4614 10.6638
F: 7.9847 -6.7938 11.6638
F: 10.0925 -7.1316 11.8647
S: 9.3302 -6.0318 9.5418
O: 8.0277 -5.9879 8.9242
O: 9.8075 -4.7781 10.0681
N: 10.7272 -6.7779 8.7761
S: 10.0569 -7.3618 7.4834
O: 9.0372 -8.3420 7.7860
O: 9.7793 -6.4323 6.4041
C: 11.5506 -8.3267 6.7547
F: 12.4051 -7.4855 6.1670
F: 12.1745 -8.9926 7.7431
F: 11.1409 -9.1962 5.8381
C: 5.3694 -1.0876 14.4052
F: 5.5201 0.1015 14.9577
F: 6.2187 -1.8861 15.0260
F: 4.1188 -1.4541 14.5205
S: 5.8180 -0.9788 12.5730
O: 5.4614 0.3410 12.1505
O: 7.2206 -1.3277 12.4307
N: 4.8604 -2.2848 11.9787
S: 3.7037 -1.6656 11.1388
O: 3.0083 -0.5731 11.7908
O: 4.1058 -1.4611 9.7547
C: 2.3729 -3.0136 11.1355
F: 2.6498 -3.9894 10.2973
F: 2.2595 -3.4551 12.3968
F: 1.2160 -2.4730 10.7839
O: -0.2075 -8.7543 8.6005
H: 0.6463 -9.1788 8.7285
H: -0.4060 -8.3446 9.4467
O: -0.4813 -9.0812 11.6203
H: -0.5194 -8.9390 12.5734
H: -1.3590 -8.8359 11.2973
O: 5.7555 -13.8590 5.7107
H: 5.1796 -13.9917 6.4703
H: 5.1702 -13.9233 4.9481
O: 5.1806 -6.2370 6.6561
H: 5.5598 -7.1070 6.4857
H: 4.4197 -6.4076 7.2225
O: -1.8562 -6.0302 9.8685
H: -1.8571 -5.5520 9.0319
H: -1.0115 -5.8030 10.2769
O: 4.7655 -4.9762 14.0606
H: 4.8071 -5.9406 14.0538
H: 3.9711 -4.7631 14.5627
O: 1.5092 -8.2220 4.9772
H: 1.4754 -7.5417 5.6567
H: 2.2977 -8.7325 5.1923
O: 0.4103 -11.7458 10.1222
H: 0.5865 -11.9307 9.1856
H: -0.3434 -12.3004 10.3456
O: 6.0716 -4.7102 10.5141
H: 5.3731 -4.2641 10.0126
H: 6.7595 -4.9085 9.8468

Atomic partial charges in e from the Mulliken method, atoms 1 to 2:
1. Li 0.715
2. Li 0.857

=====

Question: F_max of number 2 (C8H17OPS2)?
Answer: 3.49 eV/Å